(1)
Here is C15H18N8O5 in the gas phase from the OMol25 dataset. Energies are from the ωB97M-V functional and the def2-TZVPD basis.

Output
SMILES: CNC(=O)c1cnn(-c2nc(N)c3ncn([C@@H]4O[C@H](CO)[C@@H](O)[C@H]4O)c3n2)c1
Frontier orbital gap, eV: 8.9
LUMO, eV: 0.18
HOMO level, eV: -8.766

XYZ file:
```
46
C15H18N8O5 the ωB97M-V functional and the def2-TZVPD basis
C 5.75712 2.55126 -0.45961
N 4.82735 1.46848 -0.25895
C 5.23804 0.19934 -0.01314
O 6.41060 -0.11312 0.05774
C 4.14541 -0.77759 0.16134
C 2.78524 -0.60286 0.27583
N 2.24062 -1.84009 0.42738
N 3.17859 -2.79601 0.41551
C 4.32075 -2.18431 0.26125
H 5.24428 -2.72466 0.21900
C 0.89758 -2.14801 0.57760
N 0.05235 -1.11798 0.55599
C -1.22207 -1.49633 0.70712
N -2.34803 -0.72727 0.73861
C -3.38878 -1.60283 0.91549
N -3.02260 -2.84324 0.98904
C -1.65773 -2.82119 0.86493
C -0.65748 -3.81392 0.86624
N 0.61007 -3.42812 0.72117
N -0.91538 -5.11776 1.00415
H -1.86341 -5.42604 1.12251
H -0.14655 -5.76461 1.00155
H -4.39957 -1.25586 0.98242
C -2.40749 0.70818 0.65440
O -3.72275 1.10344 0.39577
C -3.71835 2.34876 -0.31384
C -4.71378 2.22920 -1.47274
O -4.36803 1.18348 -2.34105
H -4.35797 0.36885 -1.82290
H -5.71885 2.07612 -1.05843
H -4.70512 3.14634 -2.06303
H -4.02213 3.15330 0.36638
C -2.27157 2.61200 -0.77147
O -1.71519 3.63971 -0.00252
H -0.76898 3.44963 0.07979
C -1.56210 1.27180 -0.50950
O -0.22298 1.47109 -0.18617
H 0.11989 0.59486 0.10674
H -1.67565 0.61107 -1.38278
H -2.23853 2.87135 -1.83803
H -2.04232 1.14251 1.60505
H 2.16928 0.27245 0.27765
H 3.84521 1.67395 -0.33102
H 6.75983 2.13898 -0.35792
H 5.64236 2.98295 -1.45602
H 5.60878 3.33267 0.28849
```



(2)
Here is C15H18NO4P in the gas phase from the OMol25 dataset. Energies are from the ωB97M-V functional and the def2-TZVPD basis.

Output
SMILES: COc1ccc(N[P@](C)(=O)Oc2ccccc2OC)cc1
Frontier orbital gap, eV: 8.8
LUMO, eV: 0.71
HOMO level, eV: -8.038

XYZ file:
```
39
C15H18NO4P the ωB97M-V functional and the def2-TZVPD basis
C 1.86586 -5.83698 0.74066
H 2.14665 -5.89639 -0.31615
O 1.82903 -4.50634 1.19260
C 0.94733 -3.64537 0.60482
C 0.95445 -2.33778 1.09079
C 0.10266 -1.38703 0.57192
C -0.78465 -1.71647 -0.44907
C -0.78806 -3.01767 -0.93600
C 0.06746 -3.97549 -0.41879
H 0.03328 -4.97360 -0.82547
H -1.46795 -3.28749 -1.73139
N -1.64807 -0.76908 -0.98720
P -2.02633 0.76538 -0.46536
O -3.06750 1.35229 -1.30850
O -0.56300 1.44945 -0.60007
C -0.26287 2.76149 -0.29880
C -1.24265 3.62403 0.16840
C -0.94452 4.92618 0.52282
C 0.35878 5.37813 0.41398
C 1.33761 4.53399 -0.06794
C 1.05527 3.21894 -0.44098
O 2.13054 2.51444 -0.88776
C 1.96570 1.30164 -1.59204
H 1.23981 1.40186 -2.40171
H 2.94773 1.08270 -2.01163
H 1.66476 0.48152 -0.93562
H 2.35835 4.86593 -0.17295
H 0.61251 6.38881 0.69368
H -1.72617 5.57635 0.88278
H -2.25391 3.25062 0.23317
C -2.40792 0.68522 1.33625
H -3.43489 1.01324 1.46658
H -2.30944 -0.33673 1.69117
H -1.74753 1.32996 1.91072
H -2.24672 -1.07671 -1.73873
H 0.12839 -0.37874 0.95241
H 1.64435 -2.08834 1.88116
H 0.90479 -6.34040 0.88994
H 2.62686 -6.33157 1.34229
```



(3)
Here is 2 unconnected molecules or ions with the total composition C15H18O from the OMol25 dataset. Energies are from the ωB97M-V functional and the def2-TZVPD basis.

Output
Energy above the lowest of the compared OMol25 structures with the same formula, charge and spin, eV: 1.089
SMILES: Cc1ccc(O)cc1.CCc1ccccc1
Frontier orbital gap, eV: 9.0
LUMO, eV: 0.71
HOMO level, eV: -8.298

XYZ file:
```
34
C15H18O the ωB97M-V functional and the def2-TZVPD basis
C 1.76298 0.38364 -3.47554
C 0.29957 0.84168 -3.61020
C 2.10361 0.02209 -2.05895
C 1.83723 0.89679 -1.02404
C 2.74101 -1.20966 -1.80945
C 2.34561 0.59829 0.26084
C 3.03229 -1.58909 -0.51570
C 2.88363 -0.63809 0.48969
H 1.91730 -0.39595 -4.24601
H 2.49909 1.06878 -3.94489
H 0.11287 1.82095 -3.18566
H 1.13662 1.69432 -1.23826
H 2.88731 -1.88858 -2.64572
H 2.10329 1.22096 1.11191
H 3.41689 -2.56858 -0.27332
H 2.95872 -1.01333 1.51662
H -0.27963 0.02574 -3.18046
H 0.09538 0.97369 -4.67441
C -3.87635 1.34589 0.89447
C -1.58980 0.41353 1.13646
C -2.90580 0.44727 1.60151
C -0.57424 -0.27747 1.77128
C -0.86829 -1.10490 2.86083
C -3.03155 -0.03622 2.91864
C -2.07139 -0.86498 3.50493
O -0.08173 -2.06888 3.40535
H -1.33229 0.83616 0.16733
H 0.33752 -0.42410 1.18497
H -3.39284 1.84785 0.05406
H -4.30873 2.11403 1.52157
H -3.97233 0.15871 3.43307
H 0.84290 -2.01190 3.13791
H -2.37832 -1.32936 4.43217
H -4.65053 0.71068 0.47899
```



(4)
Here is 2 unconnected molecules or ions with the total composition C15H18O from the OMol25 dataset. Energies are from the ωB97M-V functional and the def2-TZVPD basis.

Output
Energy above the lowest of the compared OMol25 structures with the same formula, charge and spin, eV: 1.265
SMILES: CCc1ccc(O)cc1.Cc1ccccc1
Frontier orbital gap, eV: 9.1
LUMO, eV: 0.73
HOMO level, eV: -8.338

XYZ file:
```
34
C15H18O the ωB97M-V functional and the def2-TZVPD basis
C -0.16226 1.98712 -1.30568
C 0.92952 2.30509 -2.33795
C -1.09257 0.85942 -1.60702
C -1.33592 0.07285 -0.45245
C -1.58180 0.54496 -2.83424
C -2.00432 -1.11495 -0.56819
C -2.34902 -0.65186 -2.97052
C -2.53124 -1.45328 -1.86037
O -3.17957 -2.63510 -2.04164
H 0.38975 1.89185 -0.36595
H -0.78913 2.88166 -0.99090
H 1.24410 1.37465 -2.81283
H -0.81137 0.26986 0.47917
H -1.32128 1.16155 -3.68090
H -2.01504 -1.84540 0.23737
H -2.64630 -1.01775 -3.93703
H -2.77073 -3.46794 -1.77542
H 1.59824 3.00021 -1.82067
H 0.57184 2.87722 -3.21367
C -0.34963 -1.23759 3.41763
C 2.26851 1.08569 2.11938
C 1.25689 0.52456 2.88509
C 2.90322 0.33065 1.11110
C 0.80656 -0.76552 2.62123
C 2.51320 -1.00123 0.95090
C 1.49996 -1.56663 1.72811
H 2.65371 2.09783 2.13959
H 0.67655 1.12356 3.60870
H 3.80688 0.69967 0.63661
H 2.81273 -1.68245 0.14615
H -1.20750 -1.41737 2.75004
H -0.67309 -0.52965 4.15807
H 1.06966 -2.52763 1.55247
H -0.18055 -2.17405 4.03384
```



(5)
Here is C15H18O3 in the gas phase from the OMol25 dataset. Energies are from the ωB97M-V functional and the def2-TZVPD basis.

Output
Energy above the lowest of the compared OMol25 structures with the same formula, charge and spin, eV: 1.588
SMILES: CC1=CC(=O)C([C@@]2(C)CC(=O)CC2(C)C)=CC1=O
Frontier orbital gap, eV: 7.7
LUMO, eV: -1.71
HOMO level, eV: -9.416

XYZ file:
```
36
C15H18O3 the ωB97M-V functional and the def2-TZVPD basis
O -0.01474 -1.97330 -3.32232
O 1.53125 2.38117 -0.69182
O -1.32103 2.40731 3.54084
C 0.27480 -0.94259 -2.71254
C 1.03465 1.40411 -1.25142
C -1.00252 1.51074 2.74710
C 1.26004 1.34155 -2.68426
C 0.06149 -0.85896 -1.27884
C 0.90647 0.22251 -3.39564
C 0.35270 0.27810 -0.51786
C 1.26296 0.09345 -4.87233
C -2.27569 -0.57835 0.79918
C -0.54026 -2.08264 1.92972
C -1.23425 0.04254 3.00124
C 1.54815 -0.04241 1.61498
C -0.17200 1.75165 1.50836
C -0.96810 -0.59494 1.64288
C 0.18695 0.33268 1.04012
H 1.70160 2.19301 -3.19366
H -0.29149 -1.78172 -0.85966
H 1.56332 1.09692 -5.21281
H 2.11571 -0.58819 -5.00845
H 0.42712 -0.30318 -5.45743
H -3.12563 -0.95655 1.39104
H -2.48052 0.39809 0.50912
H -2.23276 -1.20420 -0.08982
H 0.26384 -2.11597 2.67916
H -1.37017 -2.68285 2.30066
H -0.19191 -2.50997 1.00217
H -0.56013 -0.33809 3.75050
H -2.30359 -0.08859 3.28185
H 2.34710 0.61772 1.23335
H 1.53618 -0.01643 2.66819
H 1.84947 -1.08651 1.33842
H 0.67317 2.40429 1.76799
H -0.81219 2.26961 0.80196
```



(6)
Here is a molecular structure, C15H19BCdF6N7O4S2 from the OMol25 dataset. Energies are from the ωB97M-V functional and the def2-TZVPD basis.

Output
Energy above the lowest of the compared OMol25 structures with the same formula, charge and spin, eV: 0.000
Net charge: -1
Frontier orbital gap, eV: 8.3
LUMO, eV: 2.67
HOMO level, eV: -5.620

XYZ file:
```
55
C15H19BCdF6N7O4S2 the ωB97M-V functional and the def2-TZVPD basis
Cd -0.34234 0.57071 -0.27296
C -0.66128 -1.39935 3.75789
C 0.06792 -1.05346 2.61627
N -0.59160 -0.15195 1.90090
N -1.74657 0.10524 2.55423
C -1.80492 -0.63315 3.67433
B -2.82201 1.07614 2.02432
N -3.42758 0.51348 0.71707
C -4.71329 0.24101 0.44305
C -4.78389 -0.30223 -0.82424
C -3.45601 -0.30640 -1.26748
N -2.65475 0.18385 -0.33295
N -2.19910 2.46260 1.76557
C -2.49280 3.63795 2.34681
C -1.67099 4.60592 1.80691
C -0.88055 3.90408 0.88585
N -1.21045 2.62126 0.86648
H -0.38751 -2.10063 4.52591
H 1.03253 -1.40100 2.28455
H -2.65662 -0.55489 4.32906
H -3.69780 1.17896 2.84415
H -5.47907 0.43622 1.17488
H -5.65941 -0.64684 -1.34572
H -3.04115 -0.65800 -2.19849
H -3.26299 3.69888 3.09757
H -1.64319 5.65455 2.04622
H -0.09469 4.26416 0.24059
F 0.89763 -5.19564 -2.43340
C -0.05007 -4.45232 -1.85985
F -1.01046 -4.23029 -2.76771
F -0.58246 -5.14518 -0.85346
S 0.61881 -2.83044 -1.29823
O 1.18776 -2.22262 -2.46725
O -0.51875 -2.18709 -0.68907
N 1.65965 -3.38189 -0.25472
S 2.85334 -2.54085 0.31572
O 3.43166 -3.24257 1.42220
O 2.56985 -1.13501 0.44634
C 4.18321 -2.61343 -0.97706
F 5.34965 -2.25594 -0.42269
F 4.31503 -3.85464 -1.45531
F 3.94292 -1.79123 -1.99303
C 3.13272 1.61255 -2.97263
C 2.38778 1.19460 -1.70363
C 2.72072 2.15132 -0.56272
C 0.88245 1.11373 -1.95252
H 4.21569 1.63380 -2.81815
H 2.81667 2.61241 -3.28938
H 2.92081 0.92040 -3.78977
H 2.74312 0.20016 -1.41820
H 2.32429 3.15106 -0.77473
H 3.80012 2.24359 -0.41611
H 2.28485 1.80863 0.37901
H 0.68378 0.39871 -2.75451
H 0.51934 2.09109 -2.29987
```